No. 1
Computed, not measured: 2 unconnected molecules or ions with the total composition C29H44NO2Si2, with ωB97M-V/def2-TZVPD.

Results
- HOMO (eV) = -9.71
- gap between HOMO and LUMO (eV) = 5.149
- charge = +1
- molecular weight (g/mol) = 494.848
- LUMO energy (Eh) = -0.1676

```
78
C29H44NO2Si2 | OMol25 | ωB97M-V/def2-TZVPD
Si -1.97751 3.72346 -1.96865
Si 2.51018 3.31469 -1.76144
O 1.01118 2.91388 -2.54362
O -0.91426 2.46140 -1.40046
N 0.13306 -4.75254 -0.20202
C 3.50577 -2.83473 1.18287
C -0.50998 -0.96610 2.60001
C 0.64477 0.99490 4.27030
C -0.35068 -2.94527 1.05994
C -0.88255 -4.00400 0.25785
C 2.62728 -4.71899 -0.08851
C 3.52224 1.76498 -1.62178
C 3.71431 -3.99518 0.41952
C 0.91414 -0.36423 4.49087
C -2.96640 -3.13863 -0.78787
C -0.59150 -0.26588 -1.52124
C 1.97289 4.04482 -0.13289
C 3.29132 4.57456 -2.88825
C -2.40508 -5.54841 -0.99717
C -0.85460 0.40457 2.46319
C -1.07023 -1.93504 1.69315
C -2.32755 -4.32743 -0.07334
C 2.20951 -2.35646 1.43505
C -2.87375 2.87813 -3.36343
C 1.11354 -3.10729 0.99938
C -3.06894 4.08681 -0.50515
C -0.26134 1.36742 3.26547
C 0.33666 0.65795 -2.16179
C 1.31394 2.03580 5.11422
C -3.05454 -4.62994 1.23426
C 1.36092 -4.25815 0.23221
C 0.34904 -1.33419 3.67208
C 0.15853 1.99864 -2.03596
C -0.96039 5.20206 -2.45789
H 2.74155 -5.60662 -0.71241
H -3.02459 -3.77978 1.92361
H -3.46310 -5.74926 -1.21071
H 4.24525 4.92334 -2.46376
H 1.16460 0.30630 -2.76879
H -2.59027 -5.48998 1.73361
H -3.60397 3.56963 -3.81118
H 1.14956 1.84720 6.18238
H 4.36651 -2.28924 1.57420
H -0.54105 -0.22503 -0.42760
H -1.63490 -0.09473 -1.81755
H -4.10146 -4.87821 1.02058
H -1.90581 -5.36524 -1.95807
H -0.41550 5.64460 -1.61153
H 0.93050 3.03287 4.87733
H 3.50600 4.15093 -3.87940
H 3.75119 1.34955 -2.61390
H 0.04779 -5.57722 -0.79260
H -2.41487 -2.89943 -1.70625
H -3.99831 -3.39319 -1.06408
H 3.03621 0.97805 -1.02831
H -1.65687 5.96777 -2.83918
H -0.23808 4.98182 -3.25745
H -2.50340 4.49995 0.34290
H 2.39997 2.04251 4.95375
H -3.42128 1.99310 -3.00430
H 1.58362 -0.65687 5.30615
H -0.49688 2.42490 3.11478
H -3.82575 4.83091 -0.80019
H -1.57066 0.68791 1.68517
H 4.48064 2.00488 -1.13519
H 0.55604 -2.39414 3.84432
H 2.05456 -1.42074 1.96646
H -1.99010 -6.44868 -0.52604
H 1.36380 4.95092 -0.26720
H -0.32484 -1.28372 -1.81656
H -2.99425 -2.23879 -0.16787
H 2.65218 5.45616 -3.03414
H -2.18710 2.55070 -4.15826
H 1.39422 3.33727 0.47984
H -3.59751 3.18806 -0.15580
H 2.86801 4.32967 0.44269
H 4.72896 -4.32718 0.20540
H -2.14060 -1.87252 1.49621
```

No. 2
Computed, not measured: 2 unconnected molecules or ions with the total composition C5H10BF5N4, with ωB97M-V/def2-TZVPD.

Results
- HOMO (eV) = -10.10
- gap between HOMO and LUMO (eV) = 8.434
- charge = 0
- molecular weight (g/mol) = 231.965
- LUMO energy (Eh) = -0.0613

```
25
C5H10BF5N4 | OMol25 | ωB97M-V/def2-TZVPD
F -0.40397 3.67701 -1.01569
F -1.85027 2.61875 0.49147
F -1.32203 0.34910 -2.60585
F -2.70933 3.76655 -1.35808
F -1.74858 4.95689 0.39910
N -0.59748 -0.81033 1.39347
N 0.04581 -1.16287 2.52589
N 1.90922 -2.61041 3.13307
N 1.06121 -2.35308 0.78585
C 1.07678 -2.09649 2.19046
C -0.36578 -1.39740 -1.22418
C -0.22917 0.11540 -1.69840
C 1.09967 0.45910 -2.49858
C 0.00343 -1.49699 0.31398
B -1.68042 3.76100 -0.37264
H 2.61555 -2.07415 3.63759
H -1.44358 -1.71502 -1.42989
H 1.53288 1.46335 -2.16517
H 1.90465 -0.33743 -2.45142
H -0.32340 0.86264 -0.84032
H 1.77216 -3.58892 3.38748
H -0.18755 -0.79822 3.45776
H -1.39526 -0.15671 1.32238
H 0.39546 -2.02783 -1.77615
H 0.83996 0.59608 -3.60214
```

No. 3
Computed, not measured: a gas-phase ion, C6H6N (charge +1), with ωB97M-V/def2-TZVPD.

Results
- HOMO (eV) = -13.15
- gap between HOMO and LUMO (eV) = 7.459
- SMILES = C#[N+]C(=C)C=C=C
- charge = +1
- molecular weight (g/mol) = 92.121
- LUMO energy (Eh) = -0.2092

```
13
C6H6N | OMol25 | ωB97M-V/def2-TZVPD
N 0.81613 1.13299 -1.75250
C 1.03932 1.53172 -2.82416
C -0.14715 0.60969 0.61839
C 0.12034 -1.07946 -0.94397
C -0.93194 -0.81451 2.62222
C -0.72871 0.03568 1.66555
C 0.24833 0.23513 -0.77323
H -0.00475 -1.70195 -0.04995
H -1.88323 -1.14037 3.07443
H 0.46169 -1.72796 -1.76373
H -0.23863 1.75887 0.66135
H 1.28502 2.21753 -3.66684
H -0.03642 -1.05736 3.13245
```

No. 4
Computed, not measured: 2 unconnected molecules or ions with the total composition C4H11NO2, with ωB97M-V/def2-TZVPD.

Results
- HOMO (eV) = -9.93
- gap between HOMO and LUMO (eV) = 10.629
- SMILES = CCC(=O)NC.O
- charge = 0
- molecular weight (g/mol) = 105.137
- LUMO energy (Eh) = 0.0258

```
18
C4H11NO2 | OMol25 | ωB97M-V/def2-TZVPD
O -0.86006 -1.78292 -1.92972
O 1.46651 0.04446 -0.31971
N -0.07329 -0.63576 1.17796
C 0.43386 0.26268 0.28757
C 0.01234 2.32168 -1.12162
C 0.70312 -1.79830 1.53691
C -0.39353 1.51990 0.11052
H 0.68104 -2.54217 0.73780
H -0.37545 2.11721 1.02941
H -0.56992 2.01366 -1.98838
H -0.87396 -1.42401 -1.03882
H -1.43355 1.20728 0.00288
H 1.74014 -1.51503 1.69184
H -0.80724 -2.73625 -1.95676
H 0.32456 -2.23049 2.45478
H -0.90419 -0.38994 1.68450
H -0.12786 3.39962 -0.99823
H 1.05749 2.16838 -1.36093
```

No. 5
Computed, not measured: a molecular structure, C2H4BeO2, with ωB97M-V/def2-TZVPD.

Results
- HOMO (eV) = -23.29
- gap between HOMO and LUMO (eV) = 10.052
- charge = +2
- molecular weight (g/mol) = 69.064
- LUMO energy (Eh) = -0.4864

```
9
C2H4BeO2 | OMol25 | ωB97M-V/def2-TZVPD
O 0.92308 -0.12384 0.36161
O 1.94057 0.82505 0.45772
C -0.23179 0.37565 0.13441
C -1.07007 -0.58483 -0.55104
Be 2.32124 0.49751 1.59492
H -0.24115 -1.42471 -0.68916
H -1.84729 -0.93121 0.14687
H -0.25328 1.45615 -0.04250
H -1.54131 -0.08976 -1.41282
```

No. 6
Computed, not measured: a single C2H5NO molecule, with ωB97M-V/def2-TZVPD.

Results
- HOMO (spin up / spin down) (eV) = -5.91 / -10.61
- 2S+1 = 3
- gap between HOMO and LUMO (spin up / spin down) (eV) = 7.022 / 9.356
- charge = 0
- molecular weight (g/mol) = 59.068
- LUMO energy (spin up / spin down) (Eh) = 0.0407 / -0.0459

```
9
C2H5NO | OMol25 | ωB97M-V/def2-TZVPD
O -0.08880 -1.89621 -1.66356
N 0.09284 -0.85326 -1.00729
C 0.06863 0.85677 0.69283
C -0.18962 -0.56309 0.22419
H 1.10346 1.07643 0.94681
H -0.50693 -1.38110 0.92655
H 0.34513 0.04058 -1.51345
H -0.22156 1.60888 -0.06735
H -0.60315 1.11100 1.46127
```

No. 7
Computed, not measured: a molecular structure, C30H30AuN3O2S2Si, with ωB97M-V/def2-TZVPD.

Results
- HOMO (spin up / spin down) (eV) = -12.86 / -12.72
- 2S+1 = 3
- gap between HOMO and LUMO (spin up / spin down) (eV) = 6.560 / 3.812
- charge = +2
- molecular weight (g/mol) = 753.776
- LUMO energy (spin up / spin down) (Eh) = -0.2316 / -0.3273

```
69
C30H30AuN3O2S2Si | OMol25 | ωB97M-V/def2-TZVPD
Au 0.13736 0.18719 -1.02268
S -0.94607 3.68711 5.47832
S -2.80649 -4.42410 -3.18199
Si 3.57700 -2.93746 0.94675
O -0.27386 1.43169 -2.94883
O 1.66909 1.95529 -1.99058
N -0.87654 0.94649 1.08274
N -1.72624 -1.17559 -0.47127
N 2.57427 3.43234 -3.81728
C -4.46922 -5.17800 -1.33728
C -1.87842 0.15225 1.53807
C 2.39133 4.92525 -3.63772
C 0.83377 2.01113 -2.92859
C -0.39651 3.31401 3.88607
C 1.22959 2.82432 -4.15559
C -3.15210 -3.07931 -0.79396
C -3.77097 -2.82876 0.44316
C -3.97263 -1.50181 2.50543
C 3.22554 -4.65370 0.33622
C -0.43391 1.91654 1.82864
C -3.74779 -5.80595 -3.42674
C 1.45904 -1.06045 -0.23849
C 2.29865 -1.80468 0.23017
C -1.99441 1.42635 3.57432
C 0.88274 5.10494 -3.51010
C -4.59129 -6.09806 -2.35713
C -3.54154 -0.47945 3.25939
C 3.42815 -2.80604 2.79309
C 0.31257 4.01476 -4.42143
C -0.95594 2.22324 3.12136
C 0.91280 5.13725 4.50149
C -2.47340 0.37340 2.80004
C 5.23622 -2.35337 0.35755
C 0.60492 4.18468 3.51151
C -2.31948 -0.93383 0.73949
C -3.52168 -4.16660 -1.61665
C 0.14421 4.97909 5.61942
C -3.36719 -1.76822 1.22395
C -2.10794 -2.18352 -1.19099
H 3.62201 -1.77903 3.11220
H -5.25812 -6.94794 -2.33876
H 0.37531 4.31574 -5.46774
H 0.38625 2.49413 1.41953
H -5.03280 -5.23526 -0.41729
H 2.95802 5.24642 -2.76959
H 2.78495 5.41992 -4.52195
H 0.58167 6.10519 -3.81229
H 1.10678 4.14205 2.55440
H 1.66607 5.90450 4.40076
H 3.31076 -4.69087 -0.75204
H -2.44209 1.60532 4.54501
H -1.57437 -2.33835 -2.12329
H 3.93672 -5.36757 0.75888
H -3.65239 -6.36206 -4.34941
H 0.56465 4.95266 -2.47756
H 0.17083 5.56448 6.52604
H 2.21794 -4.97387 0.61406
H -0.71956 3.75635 -4.19929
H 6.03744 -2.96834 0.77532
H -4.57142 -3.46489 0.79978
H 5.40576 -1.31753 0.66183
H 5.29327 -2.40805 -0.73181
H 2.80815 2.97003 -2.92402
H 4.14531 -3.45985 3.29691
H -4.77149 -2.14947 2.84459
H -3.98186 -0.27795 4.22814
H 1.32675 2.14442 -4.99901
H 2.42424 -3.08385 3.12431
H 3.28762 3.21525 -4.50758
```

No. 8
Computed, not measured: 5 unconnected molecules or ions with the total composition C5H20NO6, with ωB97M-V/def2-TZVPD.

Results
- HOMO (eV) = -5.33
- gap between HOMO and LUMO (eV) = 8.770
- charge = -1
- molecular weight (g/mol) = 190.216
- LUMO energy (Eh) = 0.1265

```
32
C5H20NO6 | OMol25 | ωB97M-V/def2-TZVPD
O 0.39839 2.06510 -2.40469
O 2.87541 -1.07324 -2.68269
O -2.18822 1.89656 -2.38460
O 1.22881 0.02309 -1.04572
O 0.85428 1.97565 0.66943
O 1.74017 -1.75006 0.93467
N -1.61561 -0.80182 2.27606
C -0.87816 -0.97114 -0.16260
C 0.16566 -0.85960 -1.32633
C -1.26263 0.50133 2.87776
C -0.65529 -1.36940 1.31373
C 0.80721 -1.18308 1.79519
H 1.05776 1.20466 0.05282
H 0.41092 2.62645 0.12611
H 0.55066 -1.84647 -1.61926
H 2.18742 -0.37871 -2.71743
H -2.14164 0.87370 3.39331
H -1.68856 -1.60959 -0.53294
H 1.84469 -1.20748 0.13889
H -0.82517 -2.45178 1.40579
H 0.94001 1.25853 -2.08980
H 0.79335 2.84327 -2.01003
H 1.01133 -1.63202 2.76502
H -1.21897 1.80335 -2.15248
H -0.45651 0.27732 3.57517
H -1.21390 0.07667 -0.18856
H 2.76420 -1.30284 -1.75788
H -2.53191 -0.79501 1.84862
H -0.41983 -0.40976 -2.14241
H -0.89355 1.20343 2.13191
H 0.90289 -0.09483 1.90419
H -2.54322 1.10770 -1.99126
```

No. 9
Computed, not measured: a molecular structure, C32H28F5N6O2RuS, with ωB97M-V/def2-TZVPD.

Results
- HOMO (spin up / spin down) (eV) = -12.68 / -12.63
- 2S+1 = 2
- gap between HOMO and LUMO (spin up / spin down) (eV) = 4.789 / 4.716
- charge = +2
- molecular weight (g/mol) = 756.743
- LUMO energy (spin up / spin down) (Eh) = -0.2899 / -0.2908

```
75
C32H28F5N6O2RuS | OMol25 | ωB97M-V/def2-TZVPD
Ru 0.26727 0.28389 0.45620
S -0.77540 -0.18134 -1.65078
F 1.48762 4.42452 -2.15897
F -1.81879 0.68930 -4.26274
F 1.04307 2.20039 -0.79291
F -1.34754 2.95389 -5.60886
F 0.30638 4.84718 -4.58702
O 1.60004 -3.59238 -5.00547
O 1.17715 -5.30792 -1.03046
N 1.27344 0.90142 2.18132
N 1.78540 -5.10757 -3.33936
N 1.65485 -1.35489 0.34330
N -1.37723 1.62516 0.78389
N 2.32968 -0.13719 -1.53319
N -0.84752 -0.68074 1.93096
C -0.68506 0.02928 3.23567
C -3.73907 1.49132 1.10733
C 0.64491 0.71535 3.34451
C 0.95490 -2.33713 2.46274
C 3.21728 0.23973 -2.52513
C 2.54973 -1.40482 -0.83815
C -1.00792 1.59488 -3.72748
C 1.98204 -2.07330 1.38609
C 3.74496 -0.56519 -3.50295
C -2.24229 -0.52236 1.45287
C -2.47926 0.92483 1.10716
C -3.87311 2.82414 0.74976
C 3.05272 1.99248 3.32783
C 3.27229 -2.63339 1.56673
C 3.29352 -1.85770 -3.77172
C 0.07477 3.73149 -3.91651
C 2.46051 1.52596 2.17380
C 1.17545 1.15124 4.54762
C -0.49086 -2.10711 2.05713
C -0.43008 1.34360 -2.48082
C 2.45677 -2.72543 -3.01722
C 4.28951 -2.35947 0.64049
C -0.77177 2.75962 -4.43493
C 0.67291 3.51496 -2.69009
C 2.15055 -5.56858 -2.02558
C 0.41443 2.33751 -2.01145
C 3.98412 -1.72916 -0.51974
C -2.73670 3.55405 0.43971
C -1.50984 2.91942 0.46984
C 1.90046 -3.85918 -3.86364
C 2.07859 -2.53920 -1.72564
C 2.39545 1.80480 4.53796
H 3.55826 -2.24867 -4.74969
H -2.79312 4.60090 0.17858
H 4.74071 -1.54980 -1.26863
H -2.96003 -0.86703 2.20595
H 3.43842 1.30446 -2.56211
H -0.59790 3.45860 0.25722
H 1.40715 -3.26281 -1.26927
H 4.41408 -0.11074 -4.22144
H -0.82599 -0.67160 4.06303
H 2.83023 2.16368 5.46093
H 1.38312 -5.76989 -3.98880
H 3.05623 -5.06276 -1.69391
H 0.42609 -5.90091 -1.15041
H 4.00884 2.49317 3.27968
H 2.36042 -6.63488 -2.09591
H 2.92420 1.64764 1.20297
H 1.33894 -0.15561 -1.90476
H -1.47277 0.77780 3.32252
H 1.22241 -1.79551 3.37309
H 3.47208 -3.20578 2.46157
H -0.68149 -2.57383 1.09040
H 1.04742 -3.39468 2.72275
H -4.84982 3.28801 0.72591
H 0.63631 0.98491 5.47078
H -1.14799 -2.57873 2.79574
H 5.30713 -2.66427 0.84481
H -2.36431 -1.13881 0.56100
H -4.60034 0.89409 1.37459
```

No. 10
Computed, not measured: a molecular structure, CH3Br2P, with ωB97M-V/def2-TZVPD.

Results
- HOMO (eV) = -9.50
- gap between HOMO and LUMO (eV) = 8.934
- charge = 0
- molecular weight (g/mol) = 205.817
- LUMO energy (Eh) = -0.0209

```
7
CH3Br2P | OMol25 | ωB97M-V/def2-TZVPD
Br -0.52536 0.12179 1.78727
Br 0.71794 -2.21825 0.08037
P -0.05609 0.38548 -1.32123
C 0.62428 -0.22344 0.30404
H -1.23790 -0.26181 -1.13680
H -1.02535 1.91109 -0.27122
H 1.50249 0.28513 0.55758
```

No. 11
Computed, not measured: 2 unconnected molecules or ions with the total composition CH2ClFN2O, with ωB97M-V/def2-TZVPD.

Results
- HOMO (spin up / spin down) (eV) = -7.58 / -8.83
- gap between HOMO and LUMO (spin up / spin down) (eV) = 6.907 / 8.651
- charge = 0
- molecular weight (g/mol) = 112.491
- LUMO energy (spin up / spin down) (Eh) = -0.0246 / -0.0065

```
8
CH2ClFN2O | OMol25 | ωB97M-V/def2-TZVPD
Cl 1.17818 -0.69241 -2.27825
F -1.08699 -0.04340 -1.48951
O 1.59613 -0.85443 0.74503
N -0.51307 0.21380 1.22069
N 0.19146 0.52418 -1.61880
C 0.62889 -0.16190 0.78347
H -1.08506 0.06252 2.07761
H -0.90954 0.95164 0.55976
```

No. 12
Computed, not measured: a single CH6P2S molecule, with ωB97M-V/def2-TZVPD.

Results
- HOMO (eV) = -8.70
- gap between HOMO and LUMO (eV) = 9.436
- SMILES = [PH2]#[PH]CS
- charge = 0
- molecular weight (g/mol) = 112.074
- LUMO energy (Eh) = 0.0270

```
10
CH6P2S | OMol25 | ωB97M-V/def2-TZVPD
S 0.91911 -2.01789 -1.05168
P -0.75613 -0.39646 0.72855
P -0.28178 1.53026 1.46893
C 0.27327 -0.35087 -0.91699
H 0.07377 -1.07341 1.58903
H 0.96182 0.50779 -1.03429
H 1.99064 -1.78338 -1.95710
H -1.24217 2.16721 0.52444
H -0.59135 -0.13968 -1.63537
H -1.34718 1.55644 2.28448
```